[1]
DFT (wB97M-V/def2-TZVPD) results for the molecule C4H6ClN3O.

## Properties
Frontier orbital gap ... 7.83 eV
ΔE to the lowest compared entry with this formula, charge and spin ... 2.381 eV
E_HOMO ... -7.45 eV

CARTESIAN COORDINATES (ANGSTROEM)
C  0.86179  0.36406  -1.00469
C  1.00481  1.67342  -0.93122
C  -0.64206  1.00311  0.54653
C  -0.49468  -1.37854  0.19210
N  -1.41976  0.69913  1.48767
N  -0.09398  -0.04345  -0.10375
N  0.04552  2.15208  0.02983
O  1.91018  2.55271  -1.34007
Cl  0.20540  3.63423  0.84937
H  1.18953  -0.39867  -1.70129
H  0.01421  -1.80006  1.02022
H  -1.59235  -1.22471  0.43714
H  -0.26372  -1.98060  -0.66843
H  -1.87263  1.41435  1.94860
H  2.16032  3.09160  -0.57100

***

[2]
DFT (wB97M-V/def2-TZVPD) results for the molecule C4H6ClNOS.

## Properties
Frontier orbital gap ... 8.95 eV
ΔE to the lowest compared entry with this formula, charge and spin ... 4.848 eV
E_HOMO ... -8.54 eV

CARTESIAN COORDINATES (ANGSTROEM)
C  0.21493  1.48456  -1.63804
C  -0.66622  -0.51226  1.20825
C  0.81171  -0.64879  1.31362
C  0.09666  -0.01691  -0.90942
N  -1.03852  -0.18674  -0.09269
O  0.01540  0.26566  -2.22833
S  1.55601  -0.79678  -0.32668
Cl  -2.12757  -1.35120  -0.89577
H  1.25411  2.05956  -1.60437
H  -1.02235  -1.57345  1.42041
H  -1.03187  0.08701  1.91875
H  1.21418  0.21677  1.78870
H  1.13065  -1.47177  1.91701
H  -0.40712  2.44436  -1.87144

***

[3]
DFT (wB97M-V/def2-TZVPD) results for a cluster of 2 separate species, C4H6ClNOS in total.

## Properties
Frontier orbital gap ... 9.21 eV
ΔE to the lowest compared entry with this formula, charge and spin ... 6.135 eV
E_HOMO ... -9.09 eV

CARTESIAN COORDINATES (ANGSTROEM)
C  -0.93816  1.64518  0.59836
C  -0.59151  0.74849  -0.71122
C  0.91593  0.58506  -1.07915
C  0.23012  -2.58147  0.76378
H  -1.30779  0.74852  1.35715
H  -1.88673  2.23063  0.49319
H  1.43602  1.53187  -1.64831
H  0.63640  -0.16241  -1.98020
H  -0.62611  -3.31974  0.39895
H  0.81635  -2.55295  2.26195
N  0.53370  -1.63467  -0.10427
O  -1.29651  0.23275  -1.61931
S  1.70788  -0.30370  0.34804
Cl  0.37041  2.83244  0.92103

***

[4]
DFT (wB97M-V/def2-TZVPD) results for the molecule C4H6ClNS.

## Properties
Frontier orbital gap ... 9.64 eV
ΔE to the lowest compared entry with this formula, charge and spin ... 1.515 eV
E_HOMO ... -8.72 eV

CARTESIAN COORDINATES (ANGSTROEM)
C  -1.66183  0.17562  0.40379
C  -1.79729  -1.07709  -0.40861
C  -0.48851  -0.77003  0.29865
C  2.85580  1.08569  -0.07761
H  -2.16613  0.24634  1.34942
H  -2.41335  -1.86299  0.00270
H  -1.81049  -0.98049  -1.46235
H  -0.25244  -1.31373  1.18730
H  3.27479  0.94668  -1.07653
H  3.42280  1.69335  0.58218
N  1.76934  0.57395  0.35199
S  0.92050  -0.44467  -0.72879
Cl  -1.65318  1.72737  -0.42213

***

[5]
DFT (wB97M-V/def2-TZVPD) results for the molecule C4H6ClPS.

## Properties
Frontier orbital gap ... 8.92 eV
ΔE to the lowest compared entry with this formula, charge and spin ... 3.799 eV
E_HOMO ... -9.06 eV

CARTESIAN COORDINATES (ANGSTROEM)
C  -1.70781  -1.06971  0.13367
C  2.27590  0.76493  -0.36037
C  -0.80407  -0.92062  1.06563
C  1.48789  0.47297  0.66196
P  1.26002  -1.28820  1.08435
S  -3.84877  -0.55293  0.01464
Cl  1.72359  -2.05031  -0.77598
H  -1.67420  -1.43088  -0.90583
H  -3.87015  -1.39845  -1.09721
H  2.50278  1.82521  -0.44061
H  2.76352  0.11688  -1.00545
H  -1.20886  -0.35081  2.02195
H  1.26586  1.23754  1.45712

***

[6]
DFT (wB97M-V/def2-TZVPD) results for a structure of composition C4H6CoLiO.

## Properties
Frontier orbital gap (alpha / beta) ... 6.79 / 8.21 eV
E_HOMO (alpha / beta) ... -21.61 / -24.31 eV
Multiplicity ... 6
Total charge ... +3

CARTESIAN COORDINATES (ANGSTROEM)
C  -1.15765  -1.22587  0.18049
C  -0.84325  -0.09601  -0.59396
H  -1.29424  -1.15795  1.26418
H  -1.03115  -2.23106  -0.23562
H  -1.10990  0.89042  -0.19460
H  -0.87584  -0.19019  -1.68538
Li  -3.38254  -0.87997  -0.54470
O  1.52404  1.56935  1.26564
C  1.92482  0.94225  0.17600
C  1.19092  0.17288  -0.63521
Co  0.51537  1.42761  2.62833
H  1.56853  -0.35906  -1.50786
H  2.97089  1.13761  -0.11731

***

Looking at max |F| for the records above, in order, we have 2.52; 5.88; 4.74; 1.28; 3.51; 4.45 eV Å⁻¹.